Record 1
This record from the Open Molecules 2025 dataset describes an isolated molecule of C5H9NO. The level of theory is wB97M-V/def2-TZVPD.

The total charge is 0. The LUMO energy comes out at 0.12 eV. The value obtained for the total energy is -325.717676 hartree. The value obtained for the energy relative to the best compared isomer or geometry (same formula, charge and spin) is 138.0 kcal per mole.

The geometry in XYZ format:
```
16
C5H9NO | the Open Molecules 2025 dataset | wB97M-V/def2-TZVPD
C 0.36263 -1.92383 -0.04834
C -0.39479 -0.65821 -0.37001
N -1.38370 -0.14979 0.64350
C 1.32877 0.90699 0.76895
C 0.24355 0.72218 -0.22767
O 1.13955 1.42332 -1.10839
C -1.14482 1.22757 0.09061
H -0.34228 -2.72113 0.20903
H 0.94030 -2.25761 -0.91742
H 1.05789 -1.76646 0.78191
H -0.94997 -0.75671 -1.31095
H -0.87324 -0.18224 1.53334
H 1.07934 1.86444 1.27291
H 1.87077 0.82737 -1.33874
H -1.79618 1.37236 -0.77842
H -1.23274 2.07441 0.77706
```



Record 2
This record from the Open Molecules 2025 dataset describes a cluster of 2 separate species, C5H9NO in total at a distorted geometry. The level of theory is wB97M-V/def2-TZVPD.

The total charge is 0. The LUMO energy comes out at 0.82 eV. The SMILES is C=C(C)NO.C#C. The value obtained for the total energy is -325.664686 hartree. The value obtained for the energy relative to the best compared isomer or geometry (same formula, charge and spin) is 171.2 kcal per mole.

The geometry in XYZ format:
```
16
C5H9NO | the Open Molecules 2025 dataset | wB97M-V/def2-TZVPD
C -1.30475 -1.50225 0.36791
C -0.71722 -0.52383 -0.31124
C -1.41835 0.51205 -1.12268
N 0.95034 -0.35841 -0.34344
O 1.68180 -1.55170 -0.15258
H -0.76014 -2.17805 1.01753
H -2.38175 -1.65050 0.32031
H -1.30030 0.29608 -2.18792
H -2.48440 0.56017 -0.87160
H -1.01357 1.51230 -0.94321
H 1.34549 0.11127 -1.16485
H 1.24003 -2.00459 0.58558
C 1.22637 1.08491 1.11432
C 2.10350 1.95129 1.02600
H 0.20841 0.86943 1.46659
H 2.62452 2.87185 1.19929
```



Record 3
This record from the Open Molecules 2025 dataset describes a cluster of 2 separate species, C5H9NO in total at a distorted geometry. The level of theory is wB97M-V/def2-TZVPD.

The total charge is 0. The LUMO energy comes out at 0.87 eV. The SMILES is Cc1ccc[nH]1.O. The value obtained for the total energy is -325.839140 hartree. The value obtained for the energy relative to the best compared isomer or geometry (same formula, charge and spin) is 61.8 kcal per mole.

The geometry in XYZ format:
```
16
C5H9NO | the Open Molecules 2025 dataset | wB97M-V/def2-TZVPD
C -1.44357 -1.55162 -1.43120
C -0.37895 -1.13832 -0.50653
C 1.01041 -1.13012 -0.62257
C 1.51814 -0.19149 0.37499
C 0.52978 -0.23308 1.33061
N -0.65762 -0.42427 0.65797
H -1.16322 -2.36283 -2.10021
H -1.81628 -0.75241 -2.03103
H -2.32406 -1.90884 -0.86748
H 1.49810 -1.80513 -1.29909
H 2.49604 0.22955 0.53898
H 0.62727 -0.45655 2.37998
H -1.57369 -0.19038 0.99583
O -0.16172 3.62354 0.25780
H 0.75344 3.79047 0.52520
H -0.32498 2.75039 0.62726
```



Record 4
This record from the Open Molecules 2025 dataset describes an isolated molecule of C5H9NO. The level of theory is wB97M-V/def2-TZVPD.

The total charge is 0. The LUMO energy comes out at 0.93 eV. The SMILES is CC(=O)[C@@H]1CN1C. The value obtained for the total energy is -325.863390 hartree. The value obtained for the energy relative to the best compared isomer or geometry (same formula, charge and spin) is 46.5 kcal per mole.

The geometry in XYZ format:
```
16
C5H9NO | the Open Molecules 2025 dataset | wB97M-V/def2-TZVPD
C 0.78579 -0.97524 1.79879
C 1.46506 -0.46139 0.55026
O 2.65737 -0.58737 0.36331
C 0.61290 0.20589 -0.49528
C -0.20752 1.42933 -0.23294
N -0.82047 0.13222 -0.32356
C -1.63245 -0.19855 -1.47673
H 1.36729 -1.80862 2.19547
H 0.75970 -0.18804 2.56085
H -0.24542 -1.27011 1.59793
H 1.03573 0.14245 -1.49985
H -0.31117 2.11490 -1.07701
H -0.20859 1.90496 0.74512
H -2.68613 -0.06095 -1.21592
H -1.47630 -1.25370 -1.72206
H -1.40358 0.40667 -2.36929
```



Record 5
This record from the Open Molecules 2025 dataset describes an isolated molecule of C5H9NO. The level of theory is wB97M-V/def2-TZVPD.

The total charge is 0. The LUMO energy comes out at 1.07 eV. The SMILES is C[C@H]1N[C@H]1CC=O. The value obtained for the total energy is -325.865547 hartree. The value obtained for the energy relative to the best compared isomer or geometry (same formula, charge and spin) is 45.2 kcal per mole.

The geometry in XYZ format:
```
16
C5H9NO | the Open Molecules 2025 dataset | wB97M-V/def2-TZVPD
C -1.41923 -0.09214 1.27184
C -1.25570 0.04093 -0.22304
N -0.88947 1.36441 -0.73555
C 0.04066 0.25161 -0.90696
C 1.35829 0.32601 -0.18186
C 1.99974 -1.03044 -0.03266
O 1.50821 -2.05777 -0.43439
H -0.67368 0.50297 1.80722
H -2.40746 0.26852 1.58014
H -1.32197 -1.13875 1.58144
H -1.98246 -0.52894 -0.80157
H -1.37416 1.56902 -1.60484
H 0.11904 -0.19064 -1.89985
H 1.24728 0.77412 0.81289
H 2.06329 0.98249 -0.71075
H 2.98762 -1.04141 0.47795
```



Record 6
This record from the Open Molecules 2025 dataset describes a cluster of 2 separate species, C5H9NO in total at a distorted geometry. The level of theory is wB97M-V/def2-TZVPD.

The total charge is 0. The LUMO energy comes out at 0.62 eV. The value obtained for the total energy is -325.810101 hartree. The value obtained for the energy relative to the best compared isomer or geometry (same formula, charge and spin) is 80.0 kcal per mole.

The geometry in XYZ format:
```
16
C5H9NO | the Open Molecules 2025 dataset | wB97M-V/def2-TZVPD
C -2.14433 -0.34807 -0.90156
C -1.42457 -1.16839 0.11708
O -1.63405 -2.43842 -0.15475
C 1.03993 0.92320 0.85084
C 2.28047 0.15536 0.38416
C 0.60178 1.92772 -0.12386
N 0.23403 2.68637 -0.91709
H -1.45628 0.41438 -1.28372
H -2.91598 0.22120 -0.36583
H -2.60331 -0.90703 -1.72598
H 0.20276 0.22002 0.98081
H -1.17308 -2.96272 0.51823
H 1.21832 1.42033 1.81018
H 3.16047 0.80077 0.32212
H 2.11629 -0.29299 -0.60034
H 2.49755 -0.65174 1.08970
```



Record 7
This record from the Open Molecules 2025 dataset describes a structure of composition C5H9NO at a distorted geometry. The level of theory is wB97M-V/def2-TZVPD.

The total charge is 0. The LUMO energy comes out at 0.62 eV. The value obtained for the total energy is -325.718968 hartree. The value obtained for the energy relative to the best compared isomer or geometry (same formula, charge and spin) is 137.2 kcal per mole.

The geometry in XYZ format:
```
16
C5H9NO | the Open Molecules 2025 dataset | wB97M-V/def2-TZVPD
C -1.08070 0.47791 -0.36264
C 2.25819 -1.18530 -0.08854
C -2.40932 0.38851 0.32056
N 0.32838 1.58355 0.47492
C 1.09584 -0.29152 -0.31582
C -0.21359 -0.64976 -0.42287
O 1.34687 1.03787 -0.49030
H 0.85530 2.26540 1.03136
H -1.04258 1.13442 -1.22527
H -0.55266 -1.66179 -0.25014
H 2.62225 -1.57136 -1.04675
H 3.08606 -0.63718 0.36592
H 2.00711 -2.03033 0.55448
H -3.19045 0.13297 -0.40578
H -2.41733 -0.35214 1.12300
H -2.69336 1.35874 0.73786
```



Record 8
This record from the Open Molecules 2025 dataset describes a structure of composition C5H9NO at a distorted geometry. The level of theory is wB97M-V/def2-TZVPD.

The total charge is 0. The LUMO energy comes out at 0.75 eV. The value obtained for the total energy is -325.713477 hartree. The value obtained for the energy relative to the best compared isomer or geometry (same formula, charge and spin) is 140.6 kcal per mole.

The geometry in XYZ format:
```
16
C5H9NO | the Open Molecules 2025 dataset | wB97M-V/def2-TZVPD
C 0.25133 2.08476 0.56400
C 0.53368 1.15522 -0.59984
N 1.64123 0.09042 -0.41780
C 0.76449 -0.88488 -0.55278
C -0.16822 -1.43658 0.50039
C -1.59555 -1.61932 0.05017
O -2.07217 -1.07720 -0.91723
H 1.01740 1.90431 1.32602
H 0.30654 3.13798 0.25751
H -0.74465 1.93934 1.01866
H -0.25428 1.01500 -1.35761
H 1.55176 1.00175 -1.32714
H 0.90264 -1.58523 -1.38287
H -0.15142 -0.94071 1.48325
H 0.21317 -2.45737 0.69477
H -2.19594 -2.32748 0.66049
```



Record 9
This record from the Open Molecules 2025 dataset describes a structure of composition C5H9NO at a distorted geometry. The level of theory is wB97M-V/def2-TZVPD.

The total charge is 0. The LUMO energy comes out at 0.91 eV. The value obtained for the total energy is -325.718020 hartree. The value obtained for the energy relative to the best compared isomer or geometry (same formula, charge and spin) is 137.8 kcal per mole.

The geometry in XYZ format:
```
16
C5H9NO | the Open Molecules 2025 dataset | wB97M-V/def2-TZVPD
C 1.59962 0.20393 -0.00163
C 0.46675 0.27497 0.66337
C 1.50384 0.38818 -1.45431
C -0.20958 0.33329 2.02492
C -1.70904 -0.04893 -1.12532
N -0.68483 0.91946 -0.70195
O 0.31213 1.12351 -1.67561
H 2.61256 0.00281 0.56995
H 2.19910 1.05077 -1.81169
H 1.40171 -0.69651 -1.86621
H -1.07861 1.06836 2.00206
H 0.63199 0.70174 2.60433
H -0.60459 -0.68892 2.23016
H -2.07285 0.42279 -1.94743
H -1.30270 -1.15176 -1.22208
H -2.42902 -0.11381 -0.43184
```



Record 10
This record from the Open Molecules 2025 dataset describes a cluster of 2 separate species, C5H9NO in total. The level of theory is wB97M-V/def2-TZVPD.

The total charge is 0. The LUMO energy comes out at 1.01 eV. The SMILES is CC(C)=C=O.C=N. The value obtained for the total energy is -325.846902 hartree. The value obtained for the energy relative to the best compared isomer or geometry (same formula, charge and spin) is 56.9 kcal per mole.

The geometry in XYZ format:
```
16
C5H9NO | the Open Molecules 2025 dataset | wB97M-V/def2-TZVPD
C 1.46145 0.35981 0.02683
C 0.68888 -0.90167 0.30395
C 1.26566 -1.95222 1.21986
C -0.47610 -1.12437 -0.25591
O -1.52264 -1.37978 -0.72285
H 2.42639 0.12368 -0.43565
H 1.66620 0.89194 0.96336
H 0.91462 1.03491 -0.63612
H 1.43980 -1.53696 2.21973
H 2.22693 -2.30569 0.82897
H 0.61001 -2.82182 1.32529
C -2.37647 1.76025 -0.69567
N -1.31785 1.77750 -1.39756
H -2.55328 0.93215 -0.00341
H -3.14725 2.53600 -0.73975
H -1.30634 2.60627 -2.00105
```



Record 11
This record from the Open Molecules 2025 dataset describes a cluster of 2 separate species, C5H9NO in total at a distorted geometry. The level of theory is wB97M-V/def2-TZVPD.

As for the spin multiplicity: 3. The total charge is 0. Its expectation value of S² is 2.01. The LUMO energy (alpha / beta) comes out at 0.76 / -2.02 eV. The value obtained for the total energy is -325.676000 hartree. The value obtained for the energy relative to the best compared isomer or geometry (same formula, charge and spin) is 38.8 kcal per mole.

The geometry in XYZ format:
```
16
C5H9NO | the Open Molecules 2025 dataset | wB97M-V/def2-TZVPD
C 2.81534 0.38575 -0.04914
C -1.50018 -0.25191 -0.43816
C -0.61796 0.70212 -0.53214
C -0.61358 1.79778 0.44254
C 1.40038 -1.67756 0.06149
N 1.89926 -0.34492 0.15764
O 3.50185 1.26878 -0.29084
H -1.58852 -1.12927 -1.21014
H -2.27758 -0.11647 0.32039
H -0.00079 0.78210 -1.35066
H 0.26180 2.36334 0.86682
H -1.15216 1.53785 1.33923
H -1.19409 2.57135 -0.03586
H 1.48023 -2.19110 0.97402
H 0.28581 -1.61134 -0.11440
H 1.89549 -2.13470 -0.79860
```



Record 12
This record from the Open Molecules 2025 dataset describes a structure of composition C5H9NO2 at a distorted geometry. The level of theory is wB97M-V/def2-TZVPD.

The total charge is 0. The LUMO energy comes out at 0.73 eV. The value obtained for the total energy is -401.091314 hartree. The value obtained for the energy relative to the best compared isomer or geometry (same formula, charge and spin) is 53.6 kcal per mole.

The geometry in XYZ format:
```
17
C5H9NO2 | the Open Molecules 2025 dataset | wB97M-V/def2-TZVPD
C -2.67523 -0.27722 -0.23711
C -1.31102 -0.50605 0.38890
C 0.72380 -0.44140 0.32023
C 1.99098 -0.06197 -0.38302
C -0.37666 0.66758 0.70053
H -3.04977 -1.17645 -0.65768
H -3.42882 0.00208 0.54389
H -2.68625 0.50910 -0.99680
H -1.46095 -1.11254 1.29004
H -0.27485 -2.02610 -0.64413
H 1.08749 -0.90743 1.27665
H 1.80998 0.37762 -1.39573
H -0.37517 1.14682 1.66048
H -0.36869 1.29943 -1.15154
N -0.30824 -1.01991 -0.47286
O 3.11650 -0.10515 0.08692
O -0.51732 1.69778 -0.25595
```